(1)
Computed, not measured: one molecule with the formula C6H12N3OP, with ωB97M-V with the def2-TZVPD basis set.

HOMO energy (alpha / beta) in eV: -5.8 / -8.2
DFT total energy in eV: -22215.049
2S+1: 3

CARTESIAN COORDINATES (ANGSTROEM)
C -0.1491 0.3714 1.3248
C -0.7587 0.0602 0.1795
C 2.3877 -0.9166 1.1546
C 1.3369 -2.2962 -0.6388
C -2.0263 1.7945 -1.8254
C -3.6262 0.0060 0.1601
N 0.1354 -0.9694 0.8032
N 1.4538 -1.3205 0.3405
N 3.5782 -1.4828 1.3133
O -2.2261 -0.9305 -1.9421
P -2.1488 0.1355 -0.9517
H 0.1904 1.1481 1.9381
H 1.4240 -1.8390 -1.6103
H 2.2331 -2.8886 -0.4642
H 0.5145 -2.9663 -0.7267
H -1.0540 1.6841 -2.4021
H -2.8271 1.9188 -2.5299
H -1.9988 2.7301 -1.3574
H -4.4976 -0.2886 -0.3714
H -3.4912 -0.7182 0.9701
H -3.9850 0.8754 0.7171
H 4.1678 -1.1501 2.0974
H 3.8317 -2.2180 0.6667

Forces on the atoms, in the same order (eV/Å):
C 0.8843 -1.9275 3.2238
C -1.2015 -1.9669 -4.5462
C 0.3887 1.0149 2.5703
C 2.6134 -1.4221 -1.8381
C 1.4410 -1.9322 -0.7117
C 0.1304 0.7544 0.9253
N -1.0619 4.9747 -0.2358
N -2.2235 0.7191 1.6519
N -0.5237 0.2395 -0.8503
O 0.3520 -1.1391 -1.0512
P -0.5469 1.3827 1.6180
H 1.1014 0.4464 0.4517
H 0.0895 0.1898 -0.5740
H 0.1091 -0.6740 -0.6226
H -1.0118 -0.1501 0.9127
H -1.1676 0.0918 0.5356
H -0.4989 -0.5828 -0.5036
H 0.2623 1.0902 1.5631
H -0.5683 -0.5067 -0.9422
H 0.4639 -0.2303 -0.4117
H 0.5816 0.5065 -0.2283
H -0.5851 -0.6126 -1.3495
H 0.9716 -0.2656 0.4127

Löwdin atomic charge list, values in e, 4 entries: -0.07 -0.25 -0.18 -0.05

***

(2)
Computed, not measured: one molecule with the formula C18H29NOS, with ωB97M-V with the def2-TZVPD basis set.

HOMO energy in eV: -8.4
DFT total energy in eV: -33509.747
SMILES: CSC[C@@H](C)N1CCC(CO)(CCc2ccccc2)CC1
2S+1: 1

CARTESIAN COORDINATES (ANGSTROEM)
C -5.6759 -2.2692 -1.3968
S -5.9637 -1.4918 0.2172
C -4.2548 -1.0565 0.6666
C -3.7731 0.2216 -0.0257
C -4.4245 1.4522 0.6144
N -2.3184 0.2200 -0.0667
C -1.6519 0.4208 1.2051
C -0.1836 0.0166 1.0842
C 0.5634 0.8040 -0.0013
C 0.7729 2.2660 0.4474
O 1.6806 2.9868 -0.3500
C 1.9268 0.1493 -0.2993
C 2.9397 0.1908 0.8512
C 4.1919 -0.5294 0.4404
C 5.1994 0.1439 -0.2388
C 6.3393 -0.5218 -0.6518
C 6.4863 -1.8740 -0.3925
C 5.4870 -2.5549 0.2810
C 4.3476 -1.8862 0.6922
C -0.2798 0.7349 -1.2873
C -1.7475 1.0970 -1.0674
H -5.2248 -1.5547 -2.0791
H -5.0325 -3.1354 -1.2697
H -6.6459 -2.5771 -1.7721
H -4.2713 -0.9394 1.7492
H -3.6139 -1.8972 0.4024
H -4.0949 0.1751 -1.0738
H -4.1303 2.3592 0.0915
H -5.5055 1.3536 0.5573
H -4.1420 1.5393 1.6608
H -2.1294 -0.2114 1.9555
H -1.7202 1.4673 1.5468
H -0.1451 -1.0439 0.8284
H 0.2981 0.1550 2.0529
H -0.1909 2.7904 0.4817
H 1.1951 2.2846 1.4544
H 1.3457 3.0096 -1.2528
H 2.3764 0.6500 -1.1597
H 1.7580 -0.8936 -0.5792
H 3.1782 1.2286 1.0826
H 2.5167 -0.2839 1.7374
H 5.0873 1.2000 -0.4396
H 7.1167 0.0153 -1.1760
H 7.3770 -2.3946 -0.7125
H 5.5963 -3.6100 0.4876
H 3.5707 -2.4222 1.2199
H 0.1401 1.3868 -2.0580
H -0.2414 -0.2884 -1.6650
H -2.2897 0.9555 -2.0066
H -1.8401 2.1611 -0.7864

Forces on the atoms, in the same order (eV/Å):
C 0.1016 0.2739 0.4668
S 0.0267 -0.0928 0.0315
C -0.4767 -0.0251 -0.3364
C -0.1781 -0.0716 0.0970
C 0.1749 -0.1855 -0.2355
N 0.1403 0.0710 -0.1112
C 0.1374 -0.1809 0.0567
C -0.1213 0.2713 0.0058
C 0.2056 -0.0459 -0.1320
C -0.4135 -0.3201 0.2229
O 0.2594 0.1784 -0.3938
C -0.1693 0.2351 0.2394
C -0.1119 -0.0751 -0.3060
C 0.0095 0.0488 0.1630
C -0.0226 -0.0021 0.0196
C 0.0771 0.0197 -0.0667
C 0.0970 -0.0602 -0.0379
C 0.0245 -0.1077 -0.0099
C -0.0054 0.0267 0.0040
C -0.1377 0.1995 0.2043
C 0.1424 -0.0743 -0.1819
H 0.0119 -0.0406 -0.1612
H 0.0223 -0.0868 -0.1040
H -0.0534 -0.0396 -0.0876
H 0.0791 -0.0337 0.0678
H 0.0888 0.0141 0.0713
H 0.0252 -0.0278 0.1062
H -0.0029 0.1433 0.0021
H -0.0952 0.0519 0.0051
H 0.0319 0.0452 0.1399
H -0.0014 0.0795 0.0621
H -0.0856 -0.0442 0.0493
H 0.0231 -0.0792 0.0339
H 0.0792 -0.0408 0.0648
H 0.0913 -0.0576 0.1043
H -0.0747 -0.0307 0.0029
H 0.0364 0.0493 0.0328
H 0.0054 -0.0647 -0.0560
H -0.0328 -0.0337 -0.0596
H -0.0134 0.0274 0.1014
H 0.0181 0.0460 0.0817
H -0.0186 0.1303 -0.0130
H 0.0578 0.0424 -0.0351
H 0.0663 -0.0364 -0.0205
H 0.0097 -0.0751 0.0175
H -0.0889 -0.0455 0.0669
H 0.0852 -0.0058 -0.0886
H 0.0325 -0.0188 -0.0844
H -0.0141 0.0618 0.0496
H -0.0432 -0.0129 -0.0497

Löwdin atomic charge list, values in e, 4 entries: -0.41 0.80 -0.46 -0.44

***

(3)
Computed, not measured: C19H23AsNO4RuS as an isolated structure, with ωB97M-V with the def2-TZVPD basis set.

HOMO energy (alpha / beta) in eV: -7.8 / -8.2
DFT total energy in eV: -104013.581
2S+1: 2

CARTESIAN COORDINATES (ANGSTROEM)
Ru 0.4293 -0.6359 1.0594
O 3.6162 -0.5050 -0.3428
C 2.9751 0.1488 0.4536
O 2.4128 -0.2772 1.5639
C 2.7802 1.6253 0.2282
C 3.8412 2.5069 0.3691
C 3.6653 3.8601 0.1221
C 2.4247 4.3395 -0.2761
C 1.3549 3.4698 -0.4072
C 1.5274 2.1130 -0.1457
S 0.1074 1.0596 -0.3027
H 4.8117 2.1237 0.6574
H 4.4998 4.5400 0.2330
H 2.2860 5.3937 -0.4776
H 0.3799 3.8389 -0.7006
O -3.4975 -0.7444 2.1266
C -2.2924 -0.6484 2.0200
O -1.5935 -0.9594 0.9778
C -1.4878 -0.0409 3.1632
C -2.0746 0.3897 4.3375
C -1.2585 0.9001 5.3323
C 0.1144 0.9612 5.1297
C 0.6353 0.5131 3.9325
N -0.1624 0.0249 2.9778
H -3.1480 0.3062 4.4317
H -1.6869 1.2490 6.2629
H 0.7769 1.3564 5.8865
H 1.6905 0.5414 3.6914
C -0.8602 -4.0059 1.1974
C 0.0495 -4.0170 -0.0301
As 0.3890 -2.2506 -0.7691
C -1.0268 -1.9441 -2.0717
C -2.3780 -2.5688 -1.7363
C 1.9591 -2.5676 -1.8622
C 1.8719 -3.8204 -2.7268
H -0.9840 -5.0153 1.5909
H -1.8442 -3.5998 0.9691
H -0.4379 -3.3913 1.9963
H -0.3564 -4.6419 -0.8252
H 1.0344 -4.4164 0.2222
H -0.6478 -2.3200 -3.0238
H -1.1145 -0.8606 -2.1617
H -2.3086 -3.6538 -1.6429
H -3.0912 -2.3558 -2.5333
H -2.7736 -2.1639 -0.8070
H 2.8076 -2.5943 -1.1800
H 2.0976 -1.6677 -2.4651
H 1.8878 -4.7279 -2.1228
H 2.7255 -3.8620 -3.4041
H 0.9685 -3.8462 -3.3398

Forces on the atoms, in the same order (eV/Å):
Ru -0.2435 0.2480 -0.0023
O 0.0950 -0.1492 0.1845
C 0.0567 0.2147 0.3885
O -0.0624 -0.3428 -0.5882
C -0.1084 0.0745 -0.1440
C 0.0190 0.0292 -0.1185
C 0.0196 0.0326 0.0144
C 0.0183 0.0187 0.0002
C 0.0229 -0.0111 0.0222
C -0.0982 -0.0445 0.1479
S 0.1939 -0.2448 0.1109
H 0.0068 -0.0092 -0.0112
H -0.0026 0.0078 0.0031
H 0.0083 0.0016 0.0006
H 0.0031 -0.0067 -0.0060
O 0.0081 -0.1783 0.1293
C -0.0627 0.5433 -0.2420
O -0.2391 -0.2423 0.1338
C 0.1306 -0.2420 0.0369
C -0.0328 -0.0564 -0.1013
C 0.0420 0.0343 0.0433
C -0.0318 0.0316 0.0742
C -0.0421 0.0216 -0.0903
N 0.1146 0.1112 -0.0374
H 0.0050 0.0145 0.0159
H 0.0046 -0.0010 0.0009
H -0.0086 -0.0044 0.0050
H -0.0092 -0.0119 -0.0112
C 0.0078 -0.0267 -0.0611
C 0.0007 -0.0590 0.2085
As 0.1979 0.2509 0.0048
C -0.0802 0.0265 -0.0554
C 0.0583 0.0048 0.0354
C 0.0374 0.0507 -0.0900
C -0.0050 0.0232 0.0045
H 0.0041 -0.0167 -0.0066
H 0.0135 -0.0005 0.0096
H 0.0082 -0.0208 0.0068
H -0.0225 -0.0273 -0.0189
H -0.0073 -0.0115 0.0067
H -0.0041 0.0034 -0.0106
H 0.0118 -0.0149 0.0118
H -0.0082 -0.0027 -0.0028
H -0.0042 0.0024 -0.0112
H -0.0107 0.0026 0.0001
H -0.0013 0.0037 -0.0049
H -0.0173 -0.0155 0.0153
H -0.0029 -0.0043 0.0036
H 0.0035 -0.0252 -0.0022
H 0.0134 0.0180 -0.0026

Löwdin atomic charge list, values in e, 4 entries: 0.83 0.06 -0.65 -0.22

***

(4)
Computed, not measured: one molecule with the formula CH2O2, with ωB97M-V with the def2-TZVPD basis set.

HOMO energy in eV: -11.0
DFT total energy in eV: -5163.032
SMILES: O=CO
2S+1: 1

CARTESIAN COORDINATES (ANGSTROEM)
O 1.2720 -0.9949 -0.1423
C 0.2749 -0.3840 -0.1965
O 0.1025 0.9612 0.0553
H -0.6953 -0.7813 -0.3131
H -0.9542 1.1989 0.5966

Forces on the atoms, in the same order (eV/Å):
O 1.5572 -0.0166 -0.4248
C -1.7680 1.5894 1.4735
O -3.3438 1.2068 2.4527
H -1.3565 -1.2685 -0.6241
H 4.9111 -1.5112 -2.8773

Löwdin atomic charge list, values in e, 4 entries: 0.12 -0.43 -0.05 0.10

***

(5)
Computed, not measured: C52H47AsO2P2PdS as an isolated structure, with ωB97M-V with the def2-TZVPD basis set.

HOMO energy (alpha / beta) in eV: -5.9 / -6.4
DFT total energy in eV: -152495.887
2S+1: 3

CARTESIAN COORDINATES (ANGSTROEM)
Pd -0.6510 0.1241 2.0972
O -0.1554 0.9340 3.6614
C -0.7201 0.0276 4.1566
C -1.3816 -1.0653 4.8014
C -1.3471 -1.1650 6.1984
C -1.9804 -2.2292 6.8356
C -2.6442 -3.1902 6.0783
C -2.6788 -3.0900 4.6834
C -2.0520 -2.0231 4.0216
P -2.0252 -1.7950 2.2164
C -3.2661 -0.4836 1.9399
C -4.2843 -0.1571 2.8497
C -5.1929 0.8695 2.5738
C -5.0993 1.5859 1.3842
C -4.0981 1.2767 0.4685
C -3.1894 0.2515 0.7446
C -2.8308 -3.2969 1.5674
C -4.1936 -3.3892 1.2475
C -4.7418 -4.5811 0.7622
C -3.9357 -5.7010 0.5824
C -2.5795 -5.6299 0.8845
C -2.0326 -4.4386 1.3703
H -0.8254 -0.4168 6.7920
H -1.9540 -2.3111 7.9195
H -3.1377 -4.0250 6.5713
H -3.2104 -3.8625 4.1328
H -4.3983 -0.6979 3.7853
H -5.9729 1.1095 3.2919
H -5.8030 2.3864 1.1722
H -4.0173 1.8356 -0.4602
H -2.4124 0.0358 0.0130
H -4.8615 -2.5408 1.3688
H -5.8012 -4.6293 0.5223
H -4.3631 -6.6251 0.2027
H -1.9435 -6.4994 0.7403
H -0.9677 -4.4125 1.5961
C -0.7431 0.1195 -2.1683
C 0.6350 0.2751 -2.8192
As 0.4629 0.3570 -4.7909
C 2.2165 1.1092 -5.2496
C 2.3760 1.7155 -6.5034
C 3.6061 2.2700 -6.8694
C 4.6867 2.2200 -5.9852
C 4.5380 1.6131 -4.7355
C 3.3085 1.0576 -4.3666
C -0.4907 2.0654 -4.8326
C 0.0136 3.2071 -4.1889
C -0.7015 4.4077 -4.2276
C -1.9196 4.4753 -4.9095
C -2.4228 3.3419 -5.5547
C -1.7098 2.1399 -5.5164
P -0.6510 0.1241 -0.2884
C 0.3925 -1.4220 -0.1224
C -0.2798 -2.6196 -0.4360
C 0.3629 -3.8561 -0.3522
C 1.6939 -3.9203 0.0529
C 2.3777 -2.7479 0.3743
C 1.7362 -1.5060 0.2888
C 0.1672 1.8002 -0.1072
C 1.4618 2.0645 0.3771
C 1.9422 3.3778 0.4452
C 1.1407 4.4455 0.0422
C -0.1477 4.2030 -0.4264
C -0.6286 2.8948 -0.4976
H -1.2156 -0.8227 -2.5155
H -1.3948 0.9602 -2.4800
H 1.2871 -0.5822 -2.5549
H 1.1140 1.2076 -2.4678
H 1.5440 1.7608 -7.1942
H 3.7214 2.7389 -7.8380
H 5.6388 2.6498 -6.2688
H 5.3761 1.5725 -4.0517
H 3.2227 0.5914 -3.3970
H 0.9548 3.1726 -3.6583
H -0.3113 5.2851 -3.7282
H -2.4732 5.4048 -4.9386
H -3.3660 3.3941 -6.0828
H -2.1073 1.2654 -6.0152
H -1.3166 -2.5970 -0.7506
H -0.1734 -4.7630 -0.6030
H 2.1953 -4.8769 0.1193
H 3.4110 -2.8019 0.6922
H 2.3190 -0.6615 0.5496
H 2.1232 1.3079 0.7116
H 2.9414 3.5675 0.8145
H 1.5156 5.4594 0.0978
H -0.7771 5.0274 -0.7353
H -1.6349 2.7355 -0.8644
C 1.8754 -0.3033 3.8503
S 1.7163 0.1241 2.0972
O 1.2477 1.5486 2.0294
C 3.4837 0.1603 1.7197
C 4.1721 1.3732 1.6143
C 5.5372 1.3837 1.3225
C 6.2187 0.1829 1.1293
C 5.5365 -1.0294 1.2241
C 4.1711 -1.0419 1.5166
H 2.5068 0.4291 4.3596
H 2.3035 -1.3036 3.9493
H 0.8793 -0.2942 4.2993
H 3.6481 2.3162 1.7569
H 6.0661 2.3302 1.2420
H 7.2812 0.1931 0.8987
H 6.0679 -1.9644 1.0651
H 3.6516 -1.9948 1.5778
H -1.6360 1.4997 2.0972

Forces on the atoms, in the same order (eV/Å):
Pd -3.5523 -2.0829 -4.0516
O 0.5476 6.3482 6.0270
C -4.0116 -3.8875 1.6278
C 1.2774 2.3643 -0.5398
C -0.2983 -0.5082 1.4525
C 0.3713 0.5906 -0.3146
C -0.1633 -0.3007 -0.1381
C 0.2574 0.4259 0.0632
C -1.0039 -1.5099 -0.1373
P -0.4109 -0.3892 0.3760
C -1.3978 0.2016 -0.2347
C -0.0069 0.0708 -0.1576
C 0.2682 -0.0659 -0.0897
C 0.1079 0.0716 0.0857
C 0.0325 -0.4761 0.2799
C -2.6814 0.0250 0.0928
C -0.2363 -0.7187 -0.1489
C -0.0846 -0.1716 -0.0928
C 0.2744 0.1439 0.0657
C -0.0181 0.0932 -0.0062
C 0.0137 0.3679 0.1661
C -0.2946 -0.2214 0.1894
H -0.1004 -0.1035 -0.1844
H 0.0344 0.0624 -0.1915
H 0.0841 0.1574 -0.1208
H 0.1352 0.2282 -0.1174
H 0.1671 -0.0470 -0.0927
H 0.1260 -0.0674 -0.0896
H 0.0769 -0.0928 0.0519
H -0.0212 -0.0903 0.0603
H -1.7194 -0.0888 0.5436
H 0.2361 0.0280 0.0491
H 0.1719 0.0370 0.0540
H 0.0604 0.1236 0.0490
H -0.0611 0.1239 0.0412
H -0.3242 0.1042 0.0934
C -0.0892 -0.1633 -0.5422
C 0.2849 -0.0054 0.2047
As 0.0445 0.0908 0.0343
C 0.4054 0.0712 0.2329
C 0.5518 -0.0273 0.3386
C -0.1380 -0.2398 0.4436
C -0.3552 -0.1914 0.1752
C -0.3604 0.0394 -0.4069
C 0.0531 0.2825 -0.7013
C -0.1566 0.3382 -0.0094
C -0.6557 0.1183 -0.3237
C -0.1144 -0.4610 -0.2028
C 0.1723 -0.4751 -0.0541
C 0.3620 0.0989 0.2622
C 0.1775 0.4896 0.2944
P 3.6224 0.1790 -2.1943
C 0.7475 -0.1061 -0.8046
C 0.6629 0.3380 -0.0983
C 0.4159 0.3791 -0.1464
C -0.3272 0.2098 0.0049
C -1.2000 -0.8273 -0.8340
C -0.4702 -2.3841 -1.9321
C -0.1765 0.2063 -1.7264
C -0.0002 1.0419 -2.5134
C -0.3247 0.9685 -0.8602
C 0.0375 -0.6737 0.1726
C -0.0945 -0.0868 0.0135
C 0.6282 -0.3644 0.3084
H 0.0942 0.4452 0.2911
H 0.2000 -0.3991 0.2432
H -0.3146 0.4205 -0.1390
H -0.1474 -0.4198 -0.1098
H -0.0666 0.0109 -0.0194
H -0.0146 0.0026 -0.0063
H -0.0053 0.0023 0.0016
H -0.0042 -0.0021 0.0195
H -0.1003 -0.0449 0.1064
H 0.0996 -0.0449 0.0335
H 0.0170 -0.0175 0.0236
H -0.0021 0.0050 -0.0057
H -0.0104 0.0017 -0.0099
H 0.0182 -0.0540 -0.0154
H -0.0465 0.0729 -0.0035
H 0.0139 0.0777 -0.0263
H 0.0194 -0.0181 -0.0068
H -0.7856 -1.1498 -1.3668
H 0.0648 -0.7089 -2.3409
H 1.5236 0.3358 -4.2228
H -0.1205 0.1574 -0.2130
H 0.0300 0.0074 0.0127
H -0.0333 -0.0375 -0.0280
H -0.0939 -0.0719 -0.0007
C 1.2893 -0.5105 0.5237
S 0.8794 -0.2984 4.8097
O 0.6414 0.9945 5.6911
C 1.8463 0.6553 0.6372
C 0.2385 -0.1167 0.2614
C -0.1786 -0.2807 0.0442
C -0.1169 0.0266 -0.0497
C -0.2578 0.3413 0.0878
C 0.8341 0.6679 0.9611
H 0.0177 -0.0401 -0.1523
H 0.2041 0.0686 -0.2904
H 2.0835 -1.0711 0.1122
H 0.1971 -0.4796 0.1552
H -0.1194 -0.1478 0.0188
H -0.1746 -0.0069 0.0362
H -0.1115 0.1069 0.0464
H 0.8922 1.6365 1.3211
H -0.0595 0.2921 -0.2274

Löwdin atomic charge list, values in e, 4 entries: 0.55 -0.18 -0.29 -0.23

***

(6)
Computed, not measured: one molecule with the formula C5H7NS2, with ωB97M-V with the def2-TZVPD basis set.

HOMO energy in eV: -8.5
DFT total energy in eV: -28455.226
SMILES: CC(=S)C(=S)N1CC1
2S+1: 1

CARTESIAN COORDINATES (ANGSTROEM)
C -2.4585 0.8799 0.7656
C -1.5936 0.0338 -0.0605
S -2.1750 -1.2408 -0.9821
C -0.1235 0.6024 -0.3277
S 0.0897 2.1484 -0.9380
N 0.9919 -0.2280 0.0347
C 1.7384 -1.4958 -0.2819
C 2.4518 -0.2824 -0.1630
H -2.3324 1.7586 0.0057
H -2.3039 1.1626 1.7668
H -3.5114 0.4753 0.7594
H 1.8858 -2.1281 0.6911
H 1.6289 -2.0084 -1.1694
H 2.8593 0.3218 -0.9836
H 2.8525 0.0005 0.8829

Forces on the atoms, in the same order (eV/Å):
C -2.0135 0.5802 -2.8053
C 1.6234 -1.8711 -1.3535
S 1.1398 1.5631 1.2538
C 1.6455 -1.2111 -0.0072
S -0.2530 -1.4511 0.7346
N -1.6355 -0.0789 -0.9865
C -1.3094 -1.3429 4.6747
C 0.4060 4.8544 1.9370
H -0.8630 -0.5089 1.7710
H 1.2899 0.4098 1.0622
H 1.0872 0.4870 -0.3922
H -0.6725 0.6562 -2.1996
H -0.5071 -0.7939 -1.8256
H -0.1000 -0.5616 0.1434
H 0.1622 -0.7311 -2.0067

Löwdin atomic charge list, values in e, 4 entries: -0.16 -0.80 0.67 -0.75